The following is a DFT calculation (the ωB97M-V functional and the def2-TZVPD basis) of C5H4N2 in the gas phase.

Values from the calculation:
HOMO energy (spin up / spin down): -0.314 / -0.333 Eh
Gap between HOMO and LUMO (spin up / spin down): 8.3231 / 7.3590 eV
Largest force on an atom: 1.40 eV Å⁻¹
Relative energy (zero: lowest compared OMol25 entry of this formula, charge and spin): 511.9 kJ/mol
DFT total energy: -8224.188 eV

Last column: Mulliken charge in e.
Element x y z (Å)
C 2.5900 -0.4454 -0.1229  0.267
C 1.4180 -0.1542 -0.0527  -0.487
C 0.0587 0.2289 0.0429  -0.158
C -0.9461 -0.7125 0.4476  0.021
N -2.1206 -0.7539 -0.0620  -0.540
N -1.4037 1.4481 -1.1260  -0.398
C -0.3220 1.5313 -0.5237  -0.101
H 3.6225 -0.7128 -0.1780  0.410
H -0.6156 -1.3754 1.2573  0.357
H -2.7344 -1.3451 0.5049  0.258
H 0.3984 2.3597 -0.5644  0.371

Forces on the atoms, in the same order (eV/Å):
C -0.04 -0.01 0.00
C -0.41 0.14 0.37
C 1.37 -0.16 -0.19
C -0.47 -0.54 0.24
N 0.19 0.16 0.65
N -0.32 1.25 -0.48
C 0.01 -0.67 -0.32
H -0.18 0.05 -0.01
H -0.09 0.01 -0.07
H 0.20 -0.20 -0.24
H -0.26 -0.03 0.05



The following is a DFT calculation (the ωB97M-V functional and the def2-TZVPD basis) of a molecular structure, O4S2.

Values from the calculation:
HOMO energy: -0.418 Eh
Gap between HOMO and LUMO: 9.3978 eV
Largest force on an atom: 2.30 eV Å⁻¹
Relative energy (zero: lowest compared OMol25 entry of this formula, charge and spin): 37.4 kJ/mol
DFT total energy: -29859.145 eV

Last column: Mulliken charge in e.
Element x y z (Å)
O -0.1137 0.0784 1.0452  -0.375
O 0.4214 -2.0258 -1.0241  -0.407
O 0.9688 2.1035 1.6478  -0.382
O -1.0226 -0.1617 -1.5655  -0.460
S 0.5011 1.2801 0.5703  0.835
S -0.7550 -1.2745 -0.6738  0.789

Forces on the atoms, in the same order (eV/Å):
O -0.07 -0.40 0.48
O -0.23 0.12 0.55
O 0.08 0.25 -0.84
O -0.11 -0.45 0.70
S 0.60 1.05 1.32
S -0.27 -0.56 -2.21



The following is a DFT calculation (the ωB97M-V functional and the def2-TZVPD basis) of a gas-phase ion, C8H15N2O2S (charge +1).

Values from the calculation:
HOMO energy: -0.447 Eh
Gap between HOMO and LUMO: 8.9567 eV
Largest force on an atom: 4.44 eV Å⁻¹
Relative energy (zero: lowest compared OMol25 entry of this formula, charge and spin): 30.1 kJ/mol
DFT total energy: -26441.193 eV
Net charge: +1

Last column: Mulliken charge in e.
Element x y z (Å)
C 1.0693 0.2099 -2.5007  0.513
C -1.7034 0.4374 0.0296  0.628
C -0.5966 1.0529 -0.4393  -0.619
C 2.3668 -0.5105 -0.5695  0.677
C 3.4542 0.4173 -0.4124  -1.177
C 2.2467 -1.5564 0.4579  -0.919
C -3.1694 0.1602 3.3621  -1.137
C -3.1464 0.0119 1.8396  -0.272
N 1.5218 -0.3794 -1.4672  -0.170
N 1.4369 0.0852 -3.7491  -0.415
O -2.7407 -0.0026 -0.7851  -0.464
O -1.8175 0.4257 1.3322  -0.284
S -0.3593 1.3105 -2.1138  -0.295
H 0.0042 1.6105 0.2553  0.524
H 4.4119 -0.1112 -0.2348  0.401
H 3.3246 1.2273 0.3161  0.289
H 3.5086 0.9862 -1.4417  0.332
H 2.2773 -2.5177 0.0171  0.317
H 1.2965 -1.2008 0.8665  0.236
H 3.0905 -1.2910 1.0659  0.376
H -4.1791 -0.0001 3.8505  0.327
H -2.5142 -0.6861 3.5578  0.308
H -2.8447 1.0595 3.9616  0.300
H -3.8940 0.5642 1.2475  0.389
H -3.4255 -1.0286 1.8137  0.305
H -2.4123 -0.0240 -1.6822  0.316
H 1.9886 -0.6619 -4.0520  0.249
H 0.8053 0.4115 -4.5255  0.263

Forces on the atoms, in the same order (eV/Å):
C -2.20 1.50 1.44
C -0.83 0.46 -1.57
C 0.52 0.22 -0.44
C 0.18 -0.44 0.68
C 1.97 2.69 -2.93
C -0.14 1.97 -0.19
C -0.24 0.53 1.28
C -1.31 1.85 0.75
N -0.50 -1.13 -1.70
N -1.62 1.05 -2.10
O 1.31 0.01 2.68
O -2.01 -1.61 0.33
S 0.74 -0.20 -1.00
H 0.16 -0.07 0.20
H -0.53 0.38 0.01
H -0.18 -0.53 0.23
H 0.40 -0.87 1.97
H -0.27 -1.11 0.02
H -0.06 -1.04 0.75
H 0.03 -0.92 1.07
H 0.94 -0.41 -1.15
H 0.02 0.12 1.28
H 0.22 -0.56 -1.49
H 0.31 0.00 0.49
H 0.72 -0.61 -1.30
H 0.23 0.13 -0.66
H 1.33 -1.18 -0.15
H 0.80 -0.20 1.50



The following is a DFT calculation (the ωB97M-V functional and the def2-TZVPD basis) of 6 unconnected molecules or ions with the total composition CH14O5S2.

Values from the calculation:
HOMO energy: -0.304 Eh
Gap between HOMO and LUMO: 8.4002 eV
Largest force on an atom: 3.93 eV Å⁻¹
Relative energy (zero: lowest compared OMol25 entry of this formula, charge and spin): 225.4 kJ/mol
DFT total energy: -33170.647 eV

Last column: Mulliken charge in e.
Element x y z (Å)
C 0.1445 1.8705 -3.5042  -0.731
S 0.6143 2.7526 -1.9258  -0.058
S 1.1309 1.0561 -0.6096  -0.198
H 0.6738 2.4285 -4.2979  0.277
H -0.9236 2.0252 -3.7777  0.254
H 0.4695 0.8388 -3.4888  0.300
H 1.7031 1.9495 0.2578  0.159
H 2.5871 -2.8339 3.4987  0.317
H 1.6152 -3.8870 3.0738  0.299
O 2.0158 -3.1323 2.7089  -0.616
H -1.6259 -1.6054 -2.4200  0.306
H -0.6673 -0.8139 -1.4138  0.313
O -0.6804 -1.4359 -2.2555  -0.617
H -1.7108 -3.5887 0.3629  0.299
H -0.7056 -4.3782 -0.2255  0.273
O -0.7711 -3.7394 0.4484  -0.564
H -1.2680 2.0739 3.2054  0.308
H -2.6602 1.8100 3.4585  0.313
O -1.9799 2.4668 3.6580  -0.621
H -1.0528 -2.7514 2.4791  0.297
H -2.3601 -2.1139 2.5088  0.314
O -1.4424 -1.8236 2.7366  -0.621

Forces on the atoms, in the same order (eV/Å):
C -0.04 1.53 -0.27
S -0.14 -1.48 0.01
S -0.08 1.67 -0.55
H 0.11 -0.46 0.38
H 0.59 -0.54 0.75
H -0.16 -0.14 0.01
H -0.28 -0.64 -0.37
H -1.24 -0.43 -2.00
H -1.05 -1.73 0.49
O 2.28 2.15 1.50
H 0.56 0.22 0.17
H -0.11 -1.99 -2.48
O -0.46 1.79 2.33
H -0.54 0.63 0.36
H 1.00 -1.45 -1.37
O -0.50 0.79 1.04
H 1.86 -0.48 -0.82
H -0.26 0.31 0.30
O -1.58 0.13 0.51
H -0.01 2.73 0.72
H 0.54 1.07 0.51
O -0.50 -3.70 -1.23